1.
C8H16N2Si | ωB97M-V/def2-TZVPD

Results
M: 168.3 g/mol
HOMO energy: -9.0420 eV
HOMO-LUMO gap: 9.61 eV
Electronic energy: -19410.9446 eV
Total charge: 0
Energy relative to the best compared isomer or geometry (same formula, charge and spin): 358.9 kJ/mol
SMILES string: CN[Si](C)(C)C.C=C=CC#N

Element x y z (Å)
C (3.888, 0.276, 1.867)
C (3.166, 0.860, 0.797)
C (2.985, 0.257, -0.369)
C (2.912, -0.418, -1.428)
C (-0.128, 0.484, 1.942)
C (-1.593, 1.482, -1.048)
C (-3.167, -0.682, 0.567)
C (-1.122, -1.421, -1.748)
N (4.489, -0.167, 2.732)
N (-0.060, -0.279, 0.739)
Si (-1.456, -0.268, -0.270)
H (2.700, 1.742, 1.294)
H (2.042, -1.006, -1.792)
H (3.459, -0.123, -2.243)
H (0.528, -1.185, 0.683)
H (0.871, 0.400, 2.378)
H (-0.210, 1.524, 1.594)
H (-0.913, 0.306, 2.703)
H (-0.565, 1.578, -1.584)
H (-2.398, 1.460, -1.894)
H (-1.707, 2.491, -0.579)
H (-3.169, -1.249, 1.495)
H (-3.522, 0.308, 0.751)
H (-3.823, -1.296, -0.216)
H (-0.923, -2.488, -1.626)
H (-1.987, -1.481, -2.362)
H (-0.295, -1.103, -2.384)

***

2.
C8H16N3 | ωB97M-V/def2-TZVPD

Results
M: 154.2 g/mol
HOMO energy: -12.1285 eV
HOMO-LUMO gap: 9.66 eV
Electronic energy: -13018.1309 eV
Total charge: +1
Energy relative to the best compared isomer or geometry (same formula, charge and spin): 125.1 kJ/mol
SMILES string: Cc1cn(C)c(=[N+](C)C)n1C

Element x y z (Å)
C (-1.580, 0.437, 1.460)
C (-0.326, 0.402, 1.992)
C (-0.196, -0.084, -0.236)
C (0.008, 0.180, 3.465)
C (2.060, 0.222, 1.072)
C (-2.644, -0.023, -0.723)
C (1.473, -1.042, -1.762)
C (-0.312, 0.607, -2.614)
N (0.604, 0.076, 1.051)
N (-1.445, 0.076, 0.094)
N (0.276, -0.259, -1.477)
H (-2.566, 0.619, 1.802)
H (0.733, 0.876, 3.723)
H (-0.942, 0.492, 4.011)
H (0.228, -0.818, 3.823)
H (2.413, 0.637, -0.009)
H (2.476, 0.728, 1.953)
H (2.485, -0.773, 1.144)
H (-3.358, -0.602, -0.146)
H (-3.068, 0.892, -0.966)
H (-2.499, -0.697, -1.658)
H (1.799, -1.574, -0.892)
H (0.983, -1.801, -2.353)
H (2.324, -0.537, -2.168)
H (-1.113, 1.191, -2.138)
H (0.465, 1.300, -3.081)
H (-0.679, -0.083, -3.364)

***

3.
C8H16N3 | ωB97M-V/def2-TZVPD

Results
M: 154.2 g/mol
HOMO energy: -12.2034 eV
HOMO-LUMO gap: 9.15 eV
Electronic energy: -13016.7808 eV
Total charge: +1
Energy relative to the best compared isomer or geometry (same formula, charge and spin): 255.4 kJ/mol

Element x y z (Å)
C (1.501, -1.059, 0.741)
C (0.671, -0.046, 0.384)
C (2.677, 0.802, 1.016)
C (-2.252, -1.704, 0.730)
C (-0.984, -0.835, -1.880)
C (-1.273, 1.513, -1.211)
C (-2.445, -0.338, 0.058)
C (-1.320, 0.140, -0.860)
N (2.773, -0.544, 1.139)
N (1.416, 1.169, 0.580)
N (3.719, 1.646, 1.236)
H (1.455, -2.174, 0.750)
H (-3.152, -2.069, 1.207)
H (-1.468, -1.813, 1.563)
H (-1.866, -2.432, 0.018)
H (-1.763, -0.651, -2.697)
H (-0.946, -1.960, -1.505)
H (-0.051, -0.663, -2.337)
H (-1.345, 2.084, -0.217)
H (-2.111, 1.968, -1.667)
H (-0.457, 1.920, -1.751)
H (-3.280, -0.369, -0.581)
H (-2.509, 0.497, 0.821)
H (3.599, -1.108, 1.516)
H (1.140, 2.061, 0.344)
H (4.502, 1.395, 1.678)
H (3.769, 2.569, 0.925)

***

4.
C8H16N3 | ωB97M-V/def2-TZVPD

Results
M: 154.2 g/mol
HOMO energy (spin up / spin down): -11.7637 / -11.7614 eV
HOMO-LUMO gap (spin up / spin down): 6.98 / 6.97 eV
Electronic energy: -13012.6288 eV
Total charge: +1
Energy relative to the best compared isomer or geometry (same formula, charge and spin): 656.0 kJ/mol

Element x y z (Å)
C (1.469, -0.642, -3.864)
C (2.243, -1.226, 2.977)
C (1.687, -0.842, -2.567)
C (1.546, -0.170, 2.757)
C (0.984, -0.830, -0.244)
C (-2.242, 1.673, -0.781)
C (-1.921, -0.177, 1.648)
C (-1.044, 1.498, 0.196)
N (0.719, -0.758, -1.592)
N (0.288, -0.373, 0.785)
N (-0.902, 0.200, 0.683)
H (2.321, -0.842, -4.490)
H (0.371, -0.530, -4.239)
H (2.700, -1.194, 3.964)
H (1.905, -2.115, 2.523)
H (2.571, -1.257, -2.089)
H (1.102, 0.772, 2.824)
H (2.029, -1.054, 0.088)
H (-3.179, 1.471, -0.236)
H (-2.043, 2.809, -1.033)
H (-2.247, 0.966, -1.630)
H (-1.729, -1.160, 2.135)
H (-2.150, 0.687, 2.406)
H (-2.931, -0.275, 1.016)
H (-1.076, 2.361, 0.973)
H (-0.154, 1.805, -0.437)
H (-0.317, -0.798, -1.774)

***

5.
C8H16N3O4 | ωB97M-V/def2-TZVPD

Results
M: 218.2 g/mol
HOMO energy: -12.4133 eV
HOMO-LUMO gap: 8.59 eV
Electronic energy: -21203.8599 eV
Total charge: +1
Energy relative to the best compared isomer or geometry (same formula, charge and spin): 257.7 kJ/mol

Element x y z (Å)
C (-0.857, -0.429, -1.311)
C (-0.293, -1.310, -0.288)
C (-0.339, 0.830, -1.546)
C (0.529, -0.940, 0.674)
C (0.661, 1.679, -0.816)
C (1.149, 2.965, -1.294)
C (-2.040, -0.837, -2.103)
C (-0.475, -2.826, -0.598)
N (0.897, 1.306, 0.367)
N (1.277, -1.305, 1.710)
N (0.801, 1.350, 3.811)
O (1.726, 1.942, 1.335)
O (-0.807, 1.544, -2.658)
O (-2.944, -1.607, -1.306)
O (0.661, -3.681, -0.236)
H (0.732, 3.769, -0.767)
H (0.994, 3.060, -2.360)
H (2.230, 2.946, -0.928)
H (-2.002, -1.620, -3.036)
H (-2.623, 0.042, -2.553)
H (-0.758, -2.806, -1.706)
H (-1.278, -3.236, 0.058)
H (2.267, -1.293, 1.577)
H (0.962, -0.943, 2.530)
H (1.631, 1.391, 2.109)
H (1.561, 1.944, 4.311)
H (0.668, 0.646, 4.590)
H (-0.107, 1.813, 4.037)
H (-1.050, 0.969, -3.398)
H (-3.494, -1.131, -0.695)
H (0.320, -4.231, 0.491)

***

6.
C8H16N4 | ωB97M-V/def2-TZVPD

Results
M: 168.2 g/mol
HOMO energy (spin up / spin down): -15.5290 / -15.5277 eV
HOMO-LUMO gap (spin up / spin down): 7.08 / 7.07 eV
Electronic energy: -14497.5321 eV
Total charge: +2
Energy relative to the best compared isomer or geometry (same formula, charge and spin): 107.5 kJ/mol

Element x y z (Å)
C (1.567, -1.885, -0.398)
C (1.363, 2.041, 0.156)
C (0.231, -0.535, 1.147)
C (3.012, 0.178, -0.124)
C (-0.414, 0.382, 0.155)
C (-2.388, -1.234, 0.010)
C (-2.746, 1.211, -0.283)
C (-1.737, 0.061, -0.475)
N (2.529, -1.013, -0.653)
N (0.138, 1.535, -0.134)
N (0.596, -1.763, 0.474)
N (2.521, 1.373, 0.181)
H (1.608, -2.810, -0.962)
H (1.423, 3.111, 0.270)
H (1.096, -0.084, 1.637)
H (-0.496, -0.769, 1.930)
H (4.095, 0.167, -0.121)
H (-1.844, -2.120, -0.304)
H (-3.378, -1.310, -0.432)
H (-2.522, -1.240, 1.088)
H (-3.062, 1.263, 0.756)
H (-3.626, 1.009, -0.887)
H (-2.371, 2.187, -0.587)
H (-1.567, -0.034, -1.558)
H (3.232, -1.401, -1.284)
H (-0.485, 2.204, -0.598)
H (-0.057, -2.534, 0.568)
H (3.281, 2.009, 0.430)

***

7.
C8H16N4 | ωB97M-V/def2-TZVPD

Results
M: 168.2 g/mol
HOMO energy: -17.6921 eV
HOMO-LUMO gap: 10.34 eV
Electronic energy: -14497.4122 eV
Total charge: +2
Energy relative to the best compared isomer or geometry (same formula, charge and spin): 119.1 kJ/mol
SMILES string: CC/[NH+]=C(\N)[C@]12N=CC[C@H]1[C@@H]2[NH3+]

Element x y z (Å)
C (-1.944, 1.912, -0.385)
C (0.594, -0.171, 0.516)
C (-2.958, 1.008, 0.306)
C (-2.148, -0.293, 0.457)
C (-1.694, -0.909, -0.821)
C (-0.757, 0.091, -0.129)
C (3.682, 0.737, -0.579)
C (2.897, 1.047, 0.603)
N (-0.857, 1.361, -0.643)
N (0.854, -1.298, 1.197)
N (1.427, 0.818, 0.196)
N (-1.493, -2.392, -0.825)
H (-2.096, 2.932, -0.742)
H (-3.460, 1.198, 1.270)
H (-3.809, 0.754, -0.402)
H (-2.350, -0.783, 1.377)
H (-2.206, -0.499, -1.683)
H (3.451, -0.366, -0.779)
H (3.400, 1.395, -1.432)
H (4.743, 0.969, -0.213)
H (3.078, 2.134, 0.781)
H (3.025, 0.465, 1.462)
H (0.138, -1.963, 1.282)
H (1.715, -1.296, 1.637)
H (1.037, 1.528, -0.335)
H (-2.271, -2.856, -1.167)
H (-1.380, -2.747, 0.239)
H (-0.619, -2.774, -1.191)

***

8.
C8H16NO3P | ωB97M-V/def2-TZVPD

Results
M: 205.2 g/mol
HOMO energy (spin up / spin down): -9.0390 / -9.1047 eV
HOMO-LUMO gap (spin up / spin down): 7.59 / 8.92 eV
Electronic energy: -25475.6636 eV
Total charge: 0
Energy relative to the best compared isomer or geometry (same formula, charge and spin): 174.9 kJ/mol

Element x y z (Å)
C (1.636, -0.159, 1.421)
C (0.844, -2.288, -0.918)
C (2.556, -0.502, -1.361)
C (0.818, 2.529, -0.055)
C (-1.212, 0.115, 3.381)
C (-2.977, 0.842, -0.588)
C (1.107, -0.775, -0.968)
C (0.755, -0.194, 0.364)
N (2.361, -0.116, 2.319)
O (-1.725, -1.392, 0.907)
O (-1.098, 0.774, 2.129)
O (-1.579, 0.852, -0.346)
P (-0.993, -0.122, 0.793)
H (-0.190, -2.484, -0.649)
H (1.491, -2.755, -0.180)
H (1.045, -2.728, -1.892)
H (3.234, -0.954, -0.638)
H (2.757, 0.565, -1.398)
H (2.762, -0.928, -2.340)
H (1.844, 2.512, -0.359)
H (0.041, 2.551, -0.787)
H (0.589, 2.778, 0.960)
H (-1.801, 0.761, 4.031)
H (-0.221, -0.043, 3.811)
H (-1.713, -0.847, 3.258)
H (-3.122, 1.089, -1.640)
H (-3.471, 1.587, 0.038)
H (-3.395, -0.144, -0.375)
H (0.429, -0.338, -1.709)